C6H33N2O9 | ωB97M-V with the def2-TZVPD basis set

Geometry as XYZ:
```
50
Properties=species:S:1:pos:R:3:forces:R:3:mulliken_charge:R:1
C -0.171 -1.984 0.955 0.56 -0.05 0.07 -0.630
N -0.895 -0.849 1.449 -2.45 0.39 0.80 0.086
C -2.250 -1.122 2.030 -0.59 -0.04 0.22 -1.083
C -0.670 -2.423 -0.422 -1.05 0.12 -1.09 0.163
N -0.594 -1.234 -1.408 0.05 1.11 -1.06 0.405
C -1.896 -1.039 -2.151 -0.53 -2.13 1.31 -0.499
C -2.947 -1.843 -1.344 -1.36 1.79 0.48 -0.440
C -2.147 -2.894 -0.629 0.42 -2.84 0.40 -1.129
H -0.107 -2.818 1.725 -0.06 0.45 -1.20 0.481
H 0.854 -1.628 0.696 -0.37 -0.29 0.69 0.024
H -0.462 -0.444 2.271 0.74 0.04 -0.60 0.208
H -2.171 -1.842 2.862 -0.13 0.13 -0.09 0.359
H -2.698 -0.184 2.433 0.69 -0.50 -0.13 0.273
H -3.070 -1.494 1.381 0.99 0.14 -0.03 0.256
H -0.022 -3.233 -0.758 0.18 0.31 -0.22 0.392
H 0.165 -1.287 -2.200 -0.54 0.00 2.13 0.491
H -0.522 -0.302 -0.913 1.01 -1.10 0.32 -0.209
H -2.117 0.010 -2.272 0.07 0.14 -0.35 0.361
H -1.839 -1.664 -3.030 0.31 0.67 -0.84 0.395
H -3.761 -2.086 -2.101 1.01 -0.47 1.31 0.438
H -3.450 -1.291 -0.514 0.30 0.35 -1.05 0.126
H -2.495 -3.216 0.387 -0.24 0.40 -1.09 0.430
H -2.167 -3.840 -1.246 0.36 0.84 0.64 0.350
H 2.900 1.478 -2.899 -0.41 0.10 -0.35 0.351
H 1.850 2.212 -2.107 -0.23 -0.12 -0.46 0.286
O 1.961 1.737 -2.950 0.59 0.35 0.72 -0.672
H 2.828 -0.333 1.459 -0.61 0.18 -1.01 0.316
H 4.026 -0.366 0.325 -0.84 -0.29 -0.24 0.313
O 3.754 -0.315 1.238 1.69 -0.41 1.13 -0.689
H 2.836 1.767 -0.232 0.86 -0.57 0.25 0.220
H 4.263 2.014 0.624 0.01 -0.73 -0.72 0.298
O 3.335 2.190 0.475 -0.62 1.39 0.07 -0.624
H 1.100 3.110 1.503 0.51 0.24 0.34 0.379
H 2.445 2.460 1.855 -0.16 1.55 -0.31 0.445
O 1.727 3.031 2.248 -0.02 -0.59 -0.10 -0.753
H -0.373 2.531 2.554 -0.30 -0.12 0.65 0.340
H -1.707 2.075 1.815 0.15 -0.09 0.42 0.241
O -0.870 2.540 1.736 -0.30 0.40 -0.61 -0.617
H 1.640 1.386 2.564 -0.03 0.40 0.77 0.178
H 1.781 -0.121 3.069 0.24 0.14 0.53 0.348
O 1.316 0.479 2.488 -0.41 -1.13 -0.28 -0.625
H 0.437 1.088 0.865 -0.65 0.34 -1.56 -0.258
H -0.066 1.832 -0.525 -0.69 0.25 0.97 0.440
O 0.450 1.125 -0.129 1.58 -0.76 -0.15 -0.221
H 1.355 0.043 -3.003 0.81 -0.65 0.32 0.450
H 1.805 -1.233 -3.752 0.04 0.06 0.64 0.315
O 1.653 -0.899 -2.845 -0.58 0.41 -1.30 -0.711
H -2.167 3.172 -0.592 0.11 0.43 0.06 0.277
H -1.113 3.115 -1.777 -1.31 -0.34 0.85 0.327
O -1.733 2.583 -1.210 1.23 0.09 -1.22 -0.599
```
Positions in Å, forces in eV/Å.

Results
Max |F|   2.9 eV Å⁻¹
Net charge   +1
HOMO level   -12.25 eV
DFT total energy   -28158.4384 eV
E_LUMO   -2.71 eV